1.
The following is a quantum chemistry calculation of an isolated molecule of C4H10N2O in a non-equilibrium geometry, from the Open Molecules 2025 dataset.

Each line ends with the Löwdin charge.
Geometry (Å):
C (-0.9753, -1.4938, 1.2218)  -0.1330
N (-1.4653, -0.6489, 0.1488)  -0.0574
C (-0.6104, 0.1777, -0.6652)  -0.3394
C (0.5751, 0.7321, -0.0003)  -0.2259
C (0.9115, 2.1921, -0.0686)  -0.0623
N (0.6299, -0.1677, -1.3243)  -0.0177
O (1.1068, -1.4830, -0.9884)  -0.0748
H (-1.8280, -1.9813, 1.6941)  0.0769
H (-0.2890, -2.2871, 0.9048)  0.0695
H (-0.4896, -0.8844, 1.9827)  0.0725
H (-2.0846, -1.1796, -0.4586)  0.1077
H (-1.1869, 0.8550, -1.2927)  0.1448
H (1.0187, 0.1985, 0.8325)  0.1273
H (1.9910, 2.3264, -0.1431)  0.0734
H (0.4555, 2.6533, -0.9414)  0.0742
H (0.5624, 2.7006, 0.8288)  0.0775
H (1.6782, -1.7099, -1.7308)  0.0868

highest occupied orbital energy = -8.60 eV
largest force on an atom = 2.33 eV Å⁻¹
HOMO-LUMO gap = 9.637 eV

***

2.
The following is a quantum chemistry calculation of an isolated molecule of C4H10N2O, from the Open Molecules 2025 dataset.

Each line ends with the Löwdin charge.
Geometry (Å):
C (-0.4505, -2.0048, -0.1503)  -0.0578
C (-0.9997, -0.5890, 0.0252)  -0.4690
N (-2.3138, -0.6947, 0.6742)  0.0214
C (-0.0026, 0.3028, 0.7660)  -0.0936
C (1.1017, 0.8391, -0.1214)  -0.5519
N (0.6851, 1.5479, -1.2199)  0.1545
O (2.2814, 0.6559, 0.0817)  0.0546
H (-0.2195, -2.4044, 0.8385)  0.0787
H (-1.2275, -2.6281, -0.5748)  0.0747
H (0.4723, -2.0222, -0.7204)  0.0814
H (-1.2231, -0.2120, -0.9689)  0.1216
H (-2.7251, 0.2314, 0.7755)  0.0685
H (-2.2277, -1.0734, 1.6121)  0.0717
H (0.4906, -0.2627, 1.5564)  0.1218
H (-0.5326, 1.1461, 1.2073)  0.1178
H (1.4491, 1.7587, -1.8430)  0.1084
H (-0.2325, 1.9301, -1.3346)  0.0973

highest occupied orbital energy = -9.40 eV
largest force on an atom = 0.87 eV Å⁻¹
HOMO-LUMO gap = 10.193 eV

***

3.
The following is a quantum chemistry calculation of an isolated molecule of C4H10N2O in a non-equilibrium geometry, from the Open Molecules 2025 dataset.

Each line ends with the Löwdin charge.
Geometry (Å):
C (0.4401, -1.4300, 0.4451)  -0.0668
C (-0.5506, -0.5078, -0.3599)  -0.4560
N (-0.6920, -1.1721, -1.6490)  0.0164
C (0.1869, 0.8073, -0.6766)  -0.1021
C (0.8531, 1.6332, 0.4559)  -0.4849
N (0.3245, 1.4700, 1.7649)  0.1110
O (1.4262, 2.6604, 0.2152)  0.0876
H (0.1509, -2.4831, 0.4300)  0.0731
H (0.5250, -1.2770, 1.5282)  0.0617
H (1.4016, -1.1701, -0.0020)  0.0853
H (-1.4011, -0.3667, 0.3148)  0.1266
H (-1.4790, -0.7169, -2.1267)  0.0820
H (-1.0845, -2.1141, -1.6154)  0.0763
H (0.9170, 0.6292, -1.4641)  0.1189
H (-0.5789, 1.4905, -1.0739)  0.1271
H (-0.5073, 2.0386, 1.8372)  0.0969
H (0.0679, 0.5086, 1.9763)  0.0467

highest occupied orbital energy = -9.78 eV
largest force on an atom = 3.14 eV Å⁻¹
HOMO-LUMO gap = 10.367 eV

***

4.
The following is a quantum chemistry calculation of an isolated molecule of C4H10N2O in a non-equilibrium geometry, from the Open Molecules 2025 dataset.

Each line ends with the Löwdin charge.
Geometry (Å):
C (-1.1210, 1.3751, 1.5158)  -0.0758
C (-0.9855, -0.1459, 1.2898)  -0.2306
N (-1.1059, -0.3867, -0.1553)  0.0154
C (-0.0927, -0.6535, -1.0642)  -0.4887
O (-0.4378, -0.7708, -2.2264)  0.0400
C (1.3218, -0.4909, -0.5984)  -0.1898
N (2.2419, -0.5339, -1.7617)  0.0024
H (-1.7625, 1.5573, 2.3876)  0.0725
H (-0.1693, 1.7845, 1.8133)  0.0590
H (-1.3796, 1.8807, 0.6209)  0.0600
H (-1.7269, -0.8215, 1.8183)  0.1239
H (-0.0508, -0.6094, 1.6140)  0.0991
H (-2.0078, -0.2424, -0.6325)  0.1522
H (1.4558, 0.4639, -0.1270)  0.1105
H (1.6939, -1.2694, 0.0953)  0.1255
H (2.1103, 0.2606, -2.3617)  0.0632
H (2.0161, -1.3975, -2.2278)  0.0614

highest occupied orbital energy = -9.34 eV
largest force on an atom = 3.01 eV Å⁻¹
HOMO-LUMO gap = 10.196 eV

***

5.
The following is a quantum chemistry calculation of a cluster of 2 separate species, C4H10N2O in total in a non-equilibrium geometry, from the Open Molecules 2025 dataset.

Each line ends with the Löwdin charge.
Geometry (Å):
C (0.5849, -0.7403, -0.2086)  -0.1954
C (-0.5253, 1.6712, 0.8035)  -0.1392
C (0.5588, -1.3374, -1.5875)  -0.0907
N (-0.9692, 0.5902, 0.0227)  -0.1370
N (-2.0155, -0.0492, 0.5765)  0.0017
C (1.6976, 0.0308, 0.2079)  -0.2965
O (1.8177, 0.4807, 1.3786)  -0.0663
H (0.1916, -1.3798, 0.5829)  0.1186
H (-1.9787, -0.2525, 1.5758)  0.1025
H (-2.3545, -0.8188, 0.0179)  0.0916
H (2.3040, 0.4822, -0.5956)  0.1255
H (-1.3046, 2.1147, 1.4261)  0.0897
H (0.3632, 1.3022, 1.4780)  0.0858
H (0.0007, 2.3860, 0.1724)  0.0893
H (1.0320, -2.3217, -1.6055)  0.0783
H (1.0639, -0.6904, -2.3049)  0.0743
H (-0.4666, -1.4677, -1.9401)  0.0679

highest occupied orbital energy (spin up / spin down) = -8.01 / -8.01 eV
largest force on an atom = 2.20 eV Å⁻¹
HOMO-LUMO gap (spin up / spin down) = 8.143 / 8.143 eV

***

6.
The following is a quantum chemistry calculation of a structure of composition C4H10N2O in a non-equilibrium geometry, from the Open Molecules 2025 dataset.

Each line ends with the Löwdin charge.
Geometry (Å):
C (1.0512, -0.3999, -1.9231)  -0.0728
C (-0.0275, -1.8777, -0.0264)  -0.0192
C (-1.4820, 1.5746, 1.5070)  -0.1137
N (0.9750, 0.8035, -1.4303)  0.0007
C (0.6663, -0.9976, 0.7439)  -0.2831
O (-1.0004, 0.5792, 0.6197)  -0.2450
N (0.3856, 0.3117, 0.9537)  -0.0695
H (0.1070, 1.2689, -1.6842)  0.0860
H (0.9460, 0.8040, -0.1320)  0.0988
H (1.6771, -1.2392, 1.0641)  0.1136
H (0.3231, -0.7957, -2.6251)  0.0835
H (1.9608, -0.9664, -1.7747)  0.0765
H (0.3330, -2.8898, -0.1461)  0.0517
H (-1.0439, -1.6691, -0.3234)  0.0526
H (-2.5103, 1.7715, 1.2017)  0.0815
H (-0.8975, 2.4979, 1.4325)  0.0787
H (-1.4637, 1.2240, 2.5428)  0.0796

highest occupied orbital energy = -8.11 eV
largest force on an atom = 1.07 eV Å⁻¹
HOMO-LUMO gap = 9.015 eV

***

7.
The following is a quantum chemistry calculation of a cluster of 2 separate species, C4H10N2O in total in a non-equilibrium geometry, from the Open Molecules 2025 dataset.

Each line ends with the Löwdin charge.
Geometry (Å):
C (-0.5772, -0.5456, 1.4532)  -0.0494
C (-0.9561, 0.0918, 0.1561)  -0.4694
C (-1.9062, -0.6761, -0.7124)  -0.0337
N (-0.4762, 1.2376, -0.1280)  0.0900
H (-1.4732, -0.7440, 2.0416)  0.0838
H (0.0850, 0.1008, 2.0222)  0.0789
H (-0.0795, -1.4947, 1.2605)  0.0799
H (-2.7848, -0.9769, -0.1454)  0.0817
H (-2.2226, -0.0940, -1.5746)  0.0777
H (-1.4098, -1.5802, -1.0609)  0.0867
H (-0.8141, 1.6330, -1.0032)  0.0805
C (2.2841, 0.8834, -0.2604)  -0.1455
N (2.0697, -0.1225, -1.2160)  -0.1207
O (1.6078, -1.1878, -0.8003)  -0.0722
H (2.5565, 0.5233, 0.7354)  0.0846
H (2.9422, 1.6539, -0.6514)  0.0703
H (1.1545, 1.2981, -0.1165)  0.0769

highest occupied orbital energy = -8.63 eV
largest force on an atom = 1.96 eV Å⁻¹
HOMO-LUMO gap = 9.216 eV

***

8.
The following is a quantum chemistry calculation of a cluster of 2 separate species, C4H10N2O in total in a non-equilibrium geometry, from the Open Molecules 2025 dataset.

Each line ends with the Löwdin charge.
Geometry (Å):
C (2.1431, -0.7730, 0.8001)  -0.0368
C (1.0295, 0.1682, 0.2905)  -0.3642
C (-1.7928, -0.8975, -1.0770)  0.3860
C (-1.9908, -0.1198, 0.1032)  -0.5795
N (-2.0189, 1.2555, -0.1221)  0.2101
O (-1.9602, -0.5527, 1.2464)  0.1373
N (1.4815, 1.4486, -0.0997)  0.1880
H (2.5254, -1.2876, -0.0997)  0.0884
H (3.0353, -0.1932, 1.0384)  0.0875
H (1.7904, -1.5110, 1.5073)  0.0886
H (0.4810, -0.2727, -0.6002)  0.1228
H (-1.8678, -1.9879, -1.0322)  0.1342
H (-1.7174, -0.3958, -2.0247)  0.1115
H (-2.1390, 1.8435, 0.6965)  0.1404
H (-1.3931, 1.6737, -0.8031)  0.1163
H (0.2751, 0.2674, 1.0713)  0.0896
H (2.1186, 1.3343, -0.8951)  0.0800

highest occupied orbital energy (spin up / spin down) = -14.30 / -14.96 eV
net charge = +1
spin multiplicity = 2
<S²> = 0.8846
largest force on an atom = 2.94 eV Å⁻¹
HOMO-LUMO gap (spin up / spin down) = 5.090 / 6.708 eV

***

9.
The following is a quantum chemistry calculation of the ion C4H10N2O with charge +1 in a non-equilibrium geometry, from the Open Molecules 2025 dataset.

Each line ends with the Löwdin charge.
Geometry (Å):
O (-1.9824, -1.8589, 0.5934)  0.2084
C (-0.9068, -1.6473, 0.1844)  -0.1528
C (0.0718, -0.5274, 0.7881)  -0.3066
C (1.2860, -1.2656, 1.3438)  -0.0014
N (0.3521, 0.4772, -0.1493)  0.1323
C (-0.7047, 1.2909, -0.7468)  -0.2261
N (-0.1025, 2.1128, -1.7667)  0.0359
H (-0.4237, -2.2459, -0.6203)  0.1747
H (-0.5262, -0.0909, 1.6003)  0.1724
H (2.0795, -1.3130, 0.5887)  0.1009
H (1.0425, -2.2868, 1.6362)  0.1020
H (1.6460, -0.7272, 2.2131)  0.1006
H (1.0712, 0.2428, -0.8367)  0.1725
H (-1.3778, 0.5642, -1.2291)  0.1498
H (-1.2230, 1.8460, 0.0295)  0.1438
H (0.5232, 2.8089, -1.3629)  0.0969
H (-0.8250, 2.6203, -2.2656)  0.0969

highest occupied orbital energy (spin up / spin down) = -14.56 / -14.49 eV
net charge = +1
spin multiplicity = 2
<S²> = 0.7576
largest force on an atom = 1.62 eV Å⁻¹
HOMO-LUMO gap (spin up / spin down) = 10.588 / 6.440 eV

***

10.
The following is a quantum chemistry calculation of the ion C4H10N2O with charge +1 in a non-equilibrium geometry, from the Open Molecules 2025 dataset.

Each line ends with the Löwdin charge.
Geometry (Å):
C (-1.2699, -0.4352, -1.8095)  -0.3260
N (-0.2387, -0.8047, -0.9953)  0.0401
C (-1.4278, 0.2765, 1.0624)  -0.0291
C (-0.1651, -0.3622, 0.4237)  -0.3341
C (0.9761, 0.6825, 0.5348)  -0.1151
N (2.3026, 0.1128, 0.2740)  0.3217
O (-1.8285, 0.6515, -1.8276)  0.0509
H (-1.1751, -1.1985, -2.7407)  0.1757
H (0.4955, -1.3015, -1.4451)  0.1177
H (-1.3267, 0.5651, 2.1331)  0.1040
H (-1.5314, 1.2891, 0.4098)  0.1342
H (-2.2380, -0.3828, 0.7733)  0.0887
H (0.0713, -1.2537, 1.0366)  0.1498
H (1.0351, 1.0851, 1.5154)  0.1294
H (0.8185, 1.4994, -0.2406)  0.1945
H (3.0270, 0.4732, 0.8196)  0.1207
H (2.4751, -0.8967, 0.0762)  0.1769

highest occupied orbital energy (spin up / spin down) = -13.78 / -13.76 eV
net charge = +1
spin multiplicity = 2
<S²> = 0.7546
largest force on an atom = 4.37 eV Å⁻¹
HOMO-LUMO gap (spin up / spin down) = 9.991 / 4.821 eV

***

11.
The following is a quantum chemistry calculation of a structure of composition C4H10N2O in a non-equilibrium geometry, from the Open Molecules 2025 dataset.

Each line ends with the Löwdin charge.
Geometry (Å):
C (1.0948, -1.4067, -0.7216)  0.3421
C (-0.0143, 0.5196, -0.2545)  -0.0088
C (2.1278, 0.1309, 0.7619)  0.0487
C (-2.5414, -0.1344, 0.4547)  -0.1552
N (-0.2758, 1.5588, -0.9297)  0.3737
N (1.0535, -0.3114, -0.0123)  -0.0866
O (-1.2870, -0.4368, 0.5928)  -0.0359
H (1.7295, -2.1472, -0.4131)  0.1257
H (0.4788, -1.7264, -1.5568)  0.1685
H (1.9425, 0.1118, 1.8237)  0.1419
H (2.5489, 1.0448, 0.3901)  0.1382
H (2.8831, -0.6299, 0.7566)  0.1287
H (-3.0098, -0.5780, -0.4394)  0.1209
H (-2.9818, 0.8241, 0.7030)  0.1186
H (-2.7997, -0.9209, 1.3094)  0.2080
H (0.2831, 2.2200, -1.4465)  0.1917
H (-1.2322, 1.8816, -1.0183)  0.1799

highest occupied orbital energy = -19.41 eV
net charge = +2
largest force on an atom = 8.63 eV Å⁻¹
HOMO-LUMO gap = 8.481 eV

***

12.
The following is a quantum chemistry calculation of an isolated molecule of C4H10N2O2 in a non-equilibrium geometry, from the Open Molecules 2025 dataset.

Each line ends with the Löwdin charge.
Geometry (Å):
N (1.2865, -0.1270, 1.3775)  0.0364
C (-0.0629, 0.2118, 0.7643)  -0.3702
C (-0.8703, 1.2371, 1.5067)  -0.2586
O (-1.3834, 0.6052, 2.6660)  -0.0760
C (0.1961, 0.6358, -0.6543)  -0.1835
N (1.0813, -0.2560, -1.4192)  -0.0236
C (0.5054, -1.1949, -2.2545)  -0.3789
O (-0.6670, -1.3095, -2.3684)  0.0468
H (1.2450, -0.9877, 1.9290)  0.0662
H (1.7984, -0.5255, 0.5519)  0.0523
H (-0.6556, -0.7285, 0.7525)  0.1545
H (-1.6382, 1.4642, 0.7456)  0.1211
H (-0.3982, 2.2002, 1.8098)  0.1363
H (-2.3488, 0.8589, 2.6641)  0.1141
H (0.6208, 1.6164, -0.8873)  0.1329
H (-0.7593, 0.5900, -1.2288)  0.1258
H (2.0523, 0.1097, -1.6478)  0.1625
H (1.3029, -1.6223, -2.9508)  0.1420

highest occupied orbital energy = -9.54 eV
largest force on an atom = 3.70 eV Å⁻¹
HOMO-LUMO gap = 10.337 eV

***

13.
The following is a quantum chemistry calculation of a cluster of 2 separate species, C4H10N2O2 in total in a non-equilibrium geometry, from the Open Molecules 2025 dataset.

Each line ends with the Löwdin charge.
Geometry (Å):
C (0.4435, 0.8350, 1.5159)  -0.0377
C (0.4592, -0.5662, 1.8505)  -0.5587
N (0.0454, -0.8822, 3.1716)  0.1394
O (0.8610, -1.4455, 1.0759)  -0.0026
H (1.4716, 1.2757, 1.1658)  0.1534
H (0.2254, 1.4169, 2.4218)  0.0804
H (-0.2410, 0.9709, 0.7365)  0.0456
H (0.1392, -1.8376, 3.3709)  0.0770
H (-0.3497, -0.0733, 3.7134)  0.1194
C (0.3829, -0.2829, -1.3289)  -0.0235
C (-0.1030, 0.0330, -2.7978)  -0.5403
N (-1.4045, 0.5211, -2.6862)  0.1242
O (0.6017, 0.3551, -3.6865)  0.0873
H (0.1478, 0.5760, -0.7848)  0.0098
H (1.3793, -0.6851, -1.3490)  0.0770
H (-0.1403, -1.1602, -0.7568)  0.1099
H (-1.8847, 1.1091, -3.2846)  0.0652
H (-2.0339, -0.1599, -2.3479)  0.0743

highest occupied orbital energy = -9.48 eV
largest force on an atom = 4.78 eV Å⁻¹
HOMO-LUMO gap = 10.114 eV

***

How do the records compare in relative energy (zero: lowest compared OMol25 entry of this formula, charge and spin)? In the order shown, they have 4.2348; 0.5322; 1.7684; 1.3239; 4.7388; 5.4772; 4.2564; 4.9963; 1.1499; 2.3485; 4.3440; 2.4181; 2.3278 eV.